(1)
An isolated molecule of C4H3I, computed with the ωB97M-V functional and the def2-TZVPD basis.

HOMO (spin up / spin down)   -5.067 / -9.501 eV
Spin multiplicity   3
Relative energy (zero: lowest compared OMol25 entry of this formula, charge and spin)   198.8 kJ/mol
Largest force on an atom   8.3 eV/Å
<S²>   2.035
Orbital gap (spin up / spin down)   5.7 / 7.2 eV

Positions of all 8 atoms, in Å:
C 1.32 -0.22 0.17
C 0.72 0.66 -0.60
C -0.14 -0.13 0.28
C -1.40 -0.39 0.53
I 1.07 1.89 -2.14
H 2.20 -0.82 0.42
H -2.18 0.10 0.08
H -1.59 -1.10 1.26

And the Mulliken charges, in e, turn out to be:
1. C -0.481
2. C -0.499
3. C 0.577
4. C -0.762
5. I 0.155
6. H 0.357
7. H 0.343
8. H 0.311

(2)
A cluster of 3 separate species, C22H44N2O5PS2 in total, computed with the ωB97M-V functional and the def2-TZVPD basis.

HOMO (spin up / spin down)   -7.399 / -7.399 eV
Spin multiplicity   2
Largest force on an atom   3.5 eV/Å
<S²>   0.754
Orbital gap (spin up / spin down)   7.9 / 7.8 eV

Positions of all 76 atoms, in Å:
C 3.57 -0.04 2.01
C 2.63 -0.32 0.79
C 3.32 -0.98 -0.44
N 1.38 0.03 0.89
C 0.97 1.24 0.15
P 2.11 2.73 0.36
C 3.68 2.57 -0.65
C 1.31 4.29 -0.35
C 0.73 1.04 -1.40
C -0.45 0.06 -1.78
C 0.19 -1.37 -1.99
C -0.94 0.49 -3.23
N -1.56 0.04 -0.80
O -1.59 -1.02 -0.07
C -1.69 1.29 -0.03
C -2.16 2.53 -0.86
C -2.85 1.02 1.03
C -0.42 1.69 0.80
H 3.73 -1.04 2.50
H 3.08 0.62 2.75
H 4.57 0.31 1.69
H 4.23 -1.50 -0.05
H 3.64 -0.26 -1.23
H 2.67 -1.77 -0.88
H 4.30 1.70 -0.34
H 4.30 3.46 -0.39
H 3.54 2.60 -1.75
H 1.01 4.14 -1.42
H 0.38 4.57 0.20
H 2.00 5.16 -0.30
H 1.67 0.72 -1.91
H 0.47 2.04 -1.82
H 0.56 -1.81 -1.05
H -0.52 -2.01 -2.56
H 1.06 -1.21 -2.67
H -0.03 0.84 -3.77
H -1.71 1.28 -3.20
H -1.33 -0.39 -3.78
H -1.37 2.99 -1.49
H -2.54 3.31 -0.15
H -2.99 2.20 -1.53
H -2.44 0.58 1.97
H -3.61 0.32 0.63
H -3.25 2.02 1.31
H -0.45 1.20 1.81
H -0.48 2.78 0.99
C -0.77 1.64 5.39
C -0.62 2.89 6.26
C -1.22 4.06 5.49
S -2.48 3.36 4.42
O -2.06 3.55 3.04
O -3.78 3.77 4.88
C -2.20 1.66 4.87
H -0.56 0.72 5.95
H -0.07 1.69 4.55
H -1.17 2.74 7.20
H 0.42 3.08 6.52
H -1.68 4.79 6.15
H -0.48 4.55 4.86
H -2.36 1.02 4.01
H -2.91 1.41 5.66
C -0.62 -7.18 -4.16
C -0.63 -6.63 -2.73
C 0.11 -5.29 -2.75
S -0.11 -4.62 -4.39
O 1.18 -4.57 -5.04
O -0.99 -3.47 -4.33
C -1.02 -6.01 -5.05
H -1.31 -8.02 -4.28
H 0.38 -7.52 -4.42
H -1.66 -6.48 -2.40
H -0.16 -7.33 -2.03
H -0.30 -4.59 -2.02
H 1.18 -5.42 -2.57
H -0.77 -6.15 -6.10
H -2.09 -5.78 -4.95

And the Mulliken charges, in e, turn out to be:
1. C -1.293
2. C 0.560
3. C -0.873
4. N -0.515
5. C 3.023
6. P -0.117
7. C -1.017
8. C -0.993
9. C -2.518
10. C 1.181
11. C -1.682
12. C -1.440
13. N 0.727
14. O -0.658
15. C 1.625
16. C -1.946
17. C -1.431
18. C -2.454
19. H 0.441
20. H 0.257
21. H 0.345
22. H 0.439
23. H 0.226
24. H 0.148
25. H 0.238
26. H 0.418
27. H 0.269
28. H 0.265
29. H 0.281
30. H 0.416
31. H 0.735
32. H 0.610
33. H 0.206
34. H 0.600
35. H 0.376
36. H 0.315
37. H 0.343
38. H 0.306
39. H 0.277
40. H 0.539
41. H 0.378
42. H 0.160
43. H 0.402
44. H 0.412
45. H 0.033
46. H 0.264
47. C -0.492
48. C -0.693
49. C -0.695
50. S 1.093
51. O -0.504
52. O -0.734
53. C -0.406
54. H 0.437
55. H 0.167
56. H 0.301
57. H 0.356
58. H 0.347
59. H 0.380
60. H 0.156
61. H 0.378
62. C -0.588
63. C -0.764
64. C -0.413
65. S 1.182
66. O -0.674
67. O -0.635
68. C -0.730
69. H 0.353
70. H 0.298
71. H 0.313
72. H 0.351
73. H 0.220
74. H 0.392
75. H 0.391
76. H 0.334